{
  "formula": "CH6N2O2",
  "method": "the ωB97M-V functional and the def2-TZVPD basis",
  "e_lumo_ev": 0.580,
  "spin_multiplicity": 1,
  "homo_ev": -10.2,
  "de_lowest_ev": 0.987,
  "smiles": "NC(N)=O.O",
  "species": ["N", "C", "N", "O", "H", "H", "H", "H", "H", "H", "O"],
  "coordinates": [[1.18045, 0.62458, 0.94090], [-0.17995, 0.47984, 0.59610], [-0.97864, 1.56012, 0.87008], [-0.68541, -0.54534, 0.14417], [1.25442, 1.18800, 1.84733], [1.80118, -0.16386, 0.83989], [-0.63888, 2.51786, 0.94841], [-2.00913, 1.55629, 0.57285], [0.83191, -2.34292, -2.57760], [-0.46239, -2.26114, -1.60371], [-0.11355, -2.61343, -2.57842]],
  "mulliken_charge": [-0.484, 0.555, -0.454, -0.589, 0.249, 0.246, 0.222, 0.253, 0.308, 0.368, -0.673]
}